one) {
  "formula": "C5H5N",
  "method": "wB97M-V/def2-TZVPD",
  "charge": 0,
  "homo_lumo_gap_ev": [7.67, 7.67],
  "species": ["C", "C", "C", "N", "C", "C", "H", "H", "H", "H", "H"],
  "positions_angstrom": [[-0.15, 1.09, -0.02], [-1.15, 0.25, -0.07], [-0.87, -1.17, 0.05], [0.32, -1.62, 0.16], [1.46, -1.98, 0.45], [0.75, 1.99, 0.26], [-0.16, 2.63, 0.45], [-2.15, 0.58, -0.32], [-1.68, -1.87, -0.09], [2.12, -2.18, -0.41], [1.52, 2.27, -0.46]],
  "mulliken_charge": [0.25, -0.48, -0.15, -0.08, -0.29, -0.64, 0.25, 0.35, 0.37, 0.20, 0.22]
}

***

two) {
  "formula": "C5H5N",
  "method": "wB97M-V/def2-TZVPD",
  "charge": 0,
  "homo_lumo_gap_ev": [8.10, 6.11],
  "species": ["C", "C", "C", "C", "C", "N", "H", "H", "H", "H", "H"],
  "positions_angstrom": [[2.01, 0.02, 0.80], [1.08, 0.17, -0.01], [0.04, 0.52, -0.89], [-0.72, -0.54, -0.05], [-2.06, -0.27, 0.17], [-3.19, -0.07, 0.36], [2.99, 0.42, 0.91], [-0.32, 1.55, -0.82], [0.30, 0.22, -1.91], [-0.58, -1.56, -0.37], [0.43, -0.45, 1.82]],
  "mulliken_charge": [-0.52, 0.11, -0.19, -0.62, 0.30, -0.42, 0.32, 0.28, 0.22, 0.31, 0.21]
}

***

three) {
  "formula": "C5H5N",
  "method": "wB97M-V/def2-TZVPD",
  "charge": 0,
  "smiles": "CC1=CC1=C=N",
  "homo_lumo_gap_ev": 7.99,
  "species": ["C", "C", "C", "C", "C", "N", "H", "H", "H", "H", "H"],
  "positions_angstrom": [[1.79, 0.58, -0.30], [0.72, -0.26, 0.18], [0.09, -1.32, 0.73], [-0.82, -0.24, 0.34], [-1.93, -0.03, -0.21], [-2.99, 0.44, -0.53], [2.21, -0.08, -1.07], [2.67, 0.54, 0.46], [1.58, 1.53, -0.64], [0.07, -2.37, 1.08], [-3.40, 1.21, -0.01]],
  "mulliken_charge": [-0.94, 0.34, -0.52, -0.35, 0.67, -0.66, 0.30, 0.26, 0.34, 0.32, 0.24]
}

***

The winner here is three), beating the second structure by 24.4 kcal/mol.

***

one) {
  "formula": "H26O13",
  "method": "wB97M-V/def2-TZVPD",
  "charge": 0,
  "homo_lumo_gap_ev": 10.16,
  "species": ["O", "H", "H", "O", "H", "H", "O", "H", "H", "O", "H", "H", "O", "H", "H", "O", "H", "H", "O", "H", "H", "O", "H", "H", "O", "H", "H", "O", "H", "H", "O", "H", "H", "O", "H", "H", "O", "H", "H"],
  "positions_angstrom": [[-0.04, 12.03, 25.34], [-0.81, 12.54, 24.94], [0.56, 11.86, 24.60], [-2.48, 13.35, 27.12], [-2.62, 14.15, 26.56], [-1.60, 13.45, 27.52], [3.33, 14.82, 26.72], [4.17, 14.60, 27.16], [2.97, 13.98, 26.56], [1.77, 15.74, 28.79], [2.18, 15.28, 28.05], [1.30, 15.04, 29.28], [-0.59, 17.92, 25.63], [0.14, 17.78, 26.30], [-0.12, 17.91, 24.81], [0.47, 15.15, 26.15], [0.55, 14.50, 26.89], [-0.48, 15.35, 26.14], [-2.12, 15.79, 25.92], [-2.15, 15.30, 25.10], [-1.69, 16.67, 25.73], [-1.72, 13.63, 24.12], [-2.43, 13.42, 23.46], [-1.00, 14.04, 23.61], [2.98, 12.68, 29.09], [2.17, 12.77, 28.62], [2.71, 12.20, 29.88], [1.57, 18.06, 27.14], [1.70, 18.91, 26.71], [1.95, 17.31, 26.68], [0.49, 15.00, 23.27], [1.16, 14.42, 22.93], [0.67, 15.06, 24.21], [0.61, 13.05, 27.88], [0.46, 12.55, 28.71], [0.39, 12.54, 27.15], [-0.69, 16.84, 28.62], [0.26, 16.66, 28.61], [-0.92, 17.13, 29.50]],
  "mulliken_charge": [-0.71, 0.46, 0.25, -0.67, 0.40, 0.29, -0.59, 0.28, 0.27, -0.67, 0.26, 0.36, -0.77, 0.47, 0.31, 0.11, 0.04, 0.19, -0.81, 0.38, 0.33, -0.72, 0.26, 0.43, -0.62, 0.41, 0.32, -0.72, 0.29, 0.33, -0.77, 0.33, 0.35, -0.79, 0.38, 0.24, -0.62, 0.47, 0.25]
}

***

two) {
  "formula": "H26O13",
  "method": "wB97M-V/def2-TZVPD",
  "charge": 0,
  "homo_lumo_gap_ev": 10.08,
  "species": ["O", "H", "H", "O", "H", "H", "O", "H", "H", "O", "H", "H", "O", "H", "H", "O", "H", "H", "O", "H", "H", "O", "H", "H", "O", "H", "H", "O", "H", "H", "O", "H", "H", "O", "H", "H", "O", "H", "H"],
  "positions_angstrom": [[2.97, -0.36, -1.15], [3.27, -0.69, -1.97], [2.09, -0.50, -1.14], [0.40, 0.74, -2.03], [-0.37, 1.27, -2.25], [0.44, 0.48, -1.12], [-1.70, -0.01, 2.55], [-2.59, 0.11, 2.19], [-1.23, 0.04, 1.67], [-2.40, -0.29, -0.91], [-2.46, -0.54, -1.91], [-3.38, -0.03, -0.67], [2.21, 0.71, 2.27], [2.98, 0.23, 2.14], [1.78, 0.44, 3.10], [-2.24, -2.91, -0.03], [-2.35, -2.01, -0.35], [-2.68, -3.06, 0.69], [0.28, -1.68, -0.42], [0.77, -2.57, -0.74], [-0.75, -1.94, -0.51], [1.33, 3.25, -0.16], [1.24, 4.13, -0.45], [0.86, 3.13, 0.67], [-1.92, 2.40, -0.57], [-2.20, 1.47, -0.74], [-0.90, 2.49, -0.58], [2.33, -2.88, 1.62], [3.05, -2.66, 1.19], [1.54, -2.29, 1.35], [0.14, 0.13, 0.63], [0.90, 0.34, 0.92], [0.18, -0.79, 0.27], [-0.58, 3.05, 1.94], [-1.15, 2.32, 2.16], [-1.21, 3.78, 1.68], [0.15, -1.65, -3.34], [0.52, -1.29, -2.66], [0.69, -2.36, -3.36]],
  "mulliken_charge": [-0.61, 0.27, 0.24, -0.62, 0.26, 0.14, -0.66, 0.32, 0.17, -0.96, 0.37, 0.36, -0.61, 0.26, 0.31, -0.57, 0.47, 0.29, -0.47, 0.36, 0.15, -0.61, 0.27, 0.32, -0.66, 0.38, 0.31, -0.63, 0.28, 0.33, 0.01, 0.06, 0.44, -0.65, 0.33, 0.30, -0.52, 0.29, 0.26]
}

***

three) {
  "formula": "H26O13",
  "method": "wB97M-V/def2-TZVPD",
  "charge": 0,
  "homo_lumo_gap_ev": 9.84,
  "species": ["H", "H", "H", "H", "H", "H", "H", "H", "H", "H", "H", "H", "H", "H", "H", "H", "H", "H", "H", "H", "H", "H", "H", "H", "H", "H", "O", "O", "O", "O", "O", "O", "O", "O", "O", "O", "O", "O", "O"],
  "positions_angstrom": [[0.82, -0.01, 0.87], [-0.35, 0.53, 0.05], [-0.62, -1.78, -0.12], [-1.30, -2.70, -1.12], [0.69, -1.76, -1.91], [0.77, -2.75, -3.05], [-1.60, 3.60, -3.17], [-0.76, 2.76, -2.22], [0.09, -1.96, 2.52], [-1.02, -0.99, 2.15], [3.06, 2.71, 1.18], [3.13, 2.50, -0.32], [0.44, 3.33, -0.50], [1.13, 3.55, -1.84], [-4.41, -0.98, -0.65], [-3.64, -2.17, -1.19], [2.88, 1.00, 3.73], [2.24, 1.53, 2.46], [-4.24, 0.90, 0.03], [-4.51, 1.51, 1.40], [5.39, -1.00, 0.27], [5.36, -2.19, -0.67], [-3.38, -1.11, 2.40], [-3.30, 0.40, 2.46], [3.25, -2.91, 0.38], [1.96, -3.31, -0.31], [0.61, 0.45, 0.05], [-1.49, -2.05, -0.43], [0.86, -2.69, -2.10], [-1.15, 2.75, -3.09], [-0.47, -1.69, 1.78], [3.58, 2.94, 0.41], [0.31, 3.73, -1.37], [-4.40, -1.94, -0.64], [2.27, 1.67, 3.41], [-4.30, 1.75, 0.48], [4.87, -1.39, -0.44], [-3.82, -0.32, 2.07], [2.86, -3.04, -0.50]],
  "mulliken_charge": [0.32, 0.30, 0.23, 0.36, 0.32, 0.27, 0.30, 0.41, 0.27, 0.26, 0.29, 0.30, 0.30, 0.34, 0.28, 0.30, 0.33, 0.27, 0.32, 0.34, 0.31, 0.32, 0.25, 0.32, 0.29, 0.29, -0.62, -0.54, -0.60, -0.67, -0.58, -0.59, -0.66, -0.59, -0.61, -0.63, -0.63, -0.57, -0.57]
}

***

four) {
  "formula": "H26O13",
  "method": "wB97M-V/def2-TZVPD",
  "charge": 0,
  "homo_lumo_gap_ev": 9.36,
  "species": ["H", "H", "H", "H", "H", "H", "H", "H", "H", "H", "H", "H", "H", "H", "H", "H", "H", "H", "H", "H", "H", "H", "H", "H", "H", "H", "O", "O", "O", "O", "O", "O", "O", "O", "O", "O", "O", "O", "O"],
  "positions_angstrom": [[-0.86, -0.58, 1.30], [-0.32, 0.63, 0.57], [1.77, -2.30, -0.14], [0.42, -1.62, -0.02], [1.78, 1.69, 0.22], [1.62, 1.40, -1.26], [2.45, 4.53, 0.39], [2.91, 3.09, 0.46], [4.23, -1.56, 0.99], [3.33, -0.34, 0.90], [2.05, -1.43, 1.49], [1.61, -0.10, 0.92], [-0.65, -0.16, 3.18], [-0.06, -1.34, 3.93], [-1.63, -3.76, -1.79], [-1.70, -2.29, -1.43], [-3.22, 2.71, 1.06], [-2.48, 3.24, -0.16], [-3.24, -1.74, -2.62], [-2.45, -0.66, -1.90], [1.52, -0.86, -1.61], [2.82, -0.35, -2.20], [-4.14, -0.34, 1.93], [-4.03, 1.11, 2.35], [-1.36, 2.41, -3.10], [-0.10, 1.56, -3.03], [-1.11, 0.09, 0.65], [0.95, -2.14, -0.63], [2.26, 1.36, -0.54], [2.46, 3.71, -0.12], [3.61, -1.03, 1.50], [1.29, -0.86, 1.41], [-0.14, -0.97, 3.04], [-1.14, -3.06, -1.34], [-2.65, 2.43, 0.33], [-3.16, -0.78, -2.54], [2.35, -1.16, -1.99], [-3.90, 0.21, 2.68], [-0.87, 1.82, -2.51]],
  "mulliken_charge": [0.36, 0.13, 0.32, 0.54, 0.37, 0.21, 0.28, 0.32, 0.33, 0.34, 0.27, 0.22, 0.28, 0.22, 0.26, 0.18, 0.25, 0.27, 0.29, 0.36, 0.34, 0.29, 0.32, 0.27, 0.27, 0.29, -0.48, -0.80, -0.70, -0.55, -0.65, -0.55, -0.56, -0.49, -0.50, -0.62, -0.55, -0.60, -0.54]
}

***

The winner here is one), beating the second structure by 52.4 kcal/mol.